Molecular formula: C35H34BFeN8O2P
Method: DFT, ωB97M-V/def2-TZVPD

```
82
Properties=species:S:1:pos:R:3:forces:R:3:mulliken_charge:R:1
Fe 0.06480 0.99279 0.21361 -0.63 -2.89 3.01 -1.5498
C -4.34976 -1.71413 -1.15181 0.09 -0.02 -0.01 -1.3657
C -2.23720 -0.29184 -1.49519 0.05 -0.17 0.03 -0.3259
C -1.89056 -0.70633 -2.78128 -0.11 0.05 0.21 -1.3860
C -0.69775 -0.07003 -3.09100 -0.27 -0.09 0.21 -0.3899
N -0.36696 0.71408 -2.05901 -0.03 -0.06 -0.98 1.8037
N -1.31425 0.59047 -1.07567 0.24 0.19 -0.12 -0.7186
B 0.78330 1.77358 -1.89623 0.71 0.68 -1.95 0.3625
N 1.92711 1.19940 -0.98300 0.39 0.19 -0.64 2.2436
C 3.02445 0.56989 -1.43451 0.13 -0.07 0.34 -0.3846
C 3.84492 0.32334 -0.35473 -0.18 0.06 0.16 -1.0975
C 3.15628 0.79227 0.77268 0.27 -0.21 -0.08 0.5656
C 3.60376 0.77444 2.19267 -0.10 -0.12 0.00 -1.4776
N 2.00023 1.33862 0.38014 -0.55 0.26 -0.10 -0.7362
N 0.12268 2.99383 -1.24918 0.25 0.59 -0.36 0.3955
C -0.43542 4.09422 -1.77178 -0.09 0.05 0.19 0.1504
C -1.27569 4.63811 -0.81711 -0.05 -0.13 0.14 -1.6663
C -1.22030 3.78022 0.28443 -0.14 0.01 -0.13 0.8281
C -1.96693 3.83565 1.56708 0.17 0.10 0.05 -1.1601
N -0.35129 2.79869 0.00093 0.22 0.54 -0.38 0.4994
N 1.41479 2.16116 -3.21274 -0.24 0.22 0.37 0.8017
C 2.17904 3.27249 -3.43127 0.08 -0.04 0.06 -0.4315
C 2.87943 3.07566 -4.58432 -0.04 -0.08 -0.19 -1.2849
C 2.50421 1.78046 -5.03170 -0.05 0.30 0.40 0.7237
C 3.00105 1.03711 -6.21927 0.10 -0.10 -0.01 -1.2904
N 1.63820 1.24672 -4.18803 0.00 -0.43 -0.26 -1.1456
H -4.60232 -3.72357 -1.78393 0.03 -0.03 -0.01 0.5701
H -4.88459 -1.26708 -1.99156 -0.09 0.00 0.05 0.3577
H -5.08695 -1.90965 -0.37245 -0.05 0.01 -0.04 0.4114
H -2.43383 -1.37678 -3.42097 0.01 0.09 -0.04 0.5523
H -0.07644 -0.10766 -3.96942 0.04 0.07 0.00 0.6976
H 3.15064 0.31881 -2.47501 -0.06 0.17 -0.06 0.5264
H 4.80894 -0.15500 -0.37362 0.04 0.08 0.03 0.5256
H 4.67993 0.93131 2.23074 -0.01 0.05 0.05 0.4738
H 3.40808 -0.19531 2.65742 -0.04 0.01 -0.02 0.2161
H 3.11038 1.55385 2.76973 0.01 0.01 0.02 0.3210
H -0.21295 4.43397 -2.76942 0.02 -0.10 -0.03 0.6477
H -1.88179 5.52237 -0.91061 0.06 0.05 0.02 0.4967
H -2.94915 4.27732 1.41328 -0.02 -0.07 0.01 0.3934
H -1.43758 4.45605 2.29205 0.00 -0.02 0.02 0.2867
H -2.07088 2.83612 1.98543 -0.09 -0.05 0.11 0.1264
H 2.18124 4.10710 -2.74850 0.01 -0.02 0.00 0.6286
H 3.54561 3.76425 -5.07559 0.02 0.01 0.05 0.4902
H 3.19602 1.71166 -7.05044 -0.08 -0.01 -0.03 0.3919
H 2.28755 0.27371 -6.52153 0.00 0.03 -0.05 0.3312
H 3.94410 0.54048 -5.98108 -0.01 0.00 -0.02 0.2516
O 1.52076 -1.80137 -0.88250 -0.01 -0.20 0.23 -0.6391
C 1.03266 -1.80604 0.22148 0.06 -0.04 -0.60 0.4967
O 0.24975 -0.84653 0.68142 -0.06 1.09 0.48 0.6364
C 1.25829 -2.89033 1.23594 -0.16 0.15 0.30 0.2330
C 2.38234 -3.69031 1.11542 -0.10 0.16 -0.12 -1.0967
C 2.70980 -4.59519 2.11677 -0.02 -0.11 0.06 -0.7320
C 1.92162 -4.70090 3.25134 0.08 -0.09 -0.03 -0.6806
C 0.77019 -3.93704 3.37164 -0.16 0.11 0.04 -0.8826
C 0.42850 -3.03140 2.37097 -0.08 0.27 -0.29 0.7250
P -1.15540 -2.18108 2.54128 -0.01 0.24 0.00 -0.3128
C -1.18870 -0.69150 3.55973 0.09 -0.34 -0.25 0.5863
C -2.34027 -0.44136 4.30583 -0.11 0.00 0.00 -0.2358
C -2.39773 0.67073 5.13474 -0.05 -0.02 -0.05 -0.5767
C -1.31384 1.53240 5.21571 -0.04 0.06 -0.03 -0.6955
C -0.15693 1.27409 4.49017 0.11 -0.08 -0.14 -0.4727
C -0.07898 0.15281 3.67637 0.02 -0.09 0.16 -0.5364
C -2.16671 -2.14870 1.04720 0.04 0.01 0.56 1.8614
C -2.80628 -1.00146 0.76033 0.12 0.16 -0.08 -1.1676
C -3.39657 -0.65367 -0.58543 0.18 -0.12 -0.01 0.5595
C -3.76282 -3.03732 -1.63554 -0.10 0.11 -0.06 -0.8016
C -2.75115 -3.74993 -0.81484 0.06 -0.02 0.01 -0.8417
C -2.09166 -3.39039 0.28958 0.11 -0.25 -0.10 -0.4092
H 3.00048 -3.57079 0.23490 0.01 -0.03 0.01 0.5574
H 3.58331 -5.22406 2.01003 0.03 0.04 0.01 0.4472
H 2.18859 -5.39501 4.03621 -0.01 0.00 0.00 0.4712
H 0.13550 -4.04597 4.24263 0.00 -0.05 -0.01 0.4868
H -3.17418 -1.13173 4.26420 -0.05 0.05 -0.03 0.4902
H -3.28459 0.85750 5.72497 0.00 -0.02 -0.01 0.4389
H -1.36103 2.39847 5.86275 0.00 -0.01 0.00 0.4659
H 0.69735 1.93507 4.56948 -0.02 -0.04 0.07 0.4540
H 0.85551 -0.11691 3.20583 0.04 0.08 -0.23 0.3747
H -2.77445 -0.19231 1.48264 0.00 0.00 0.07 0.4079
H -3.98877 0.25574 -0.45373 0.04 0.01 -0.01 0.5434
H -3.33142 -2.93412 -2.63485 -0.06 -0.07 0.04 0.3557
H -2.51320 -4.73423 -1.20629 0.03 -0.02 0.08 0.4436
H -1.41410 -4.13000 0.70536 0.00 -0.01 -0.08 0.3858
```
Forces are in eV/Å.

2S+1: 5
Total charge: +2
Orbital gap (spin up / spin down) in eV: 5.83 / 6.07
LUMO level (spin up / spin down) in eV: -7.8909 / -7.6493
HOMO energy (spin up / spin down) in Ha: -0.5044 / -0.5042

Molecular formula: C35H34ClMgNOSi2
Method: DFT, ωB97M-V/def2-TZVPD

```
75
Properties=species:S:1:pos:R:3:forces:R:3:mulliken_charge:R:1
C -4.43328 -3.39502 1.62339 0.09 0.26 0.19 -0.3940
C -3.16629 -3.38137 2.25717 -0.39 0.56 0.33 -0.9784
C -2.73887 -2.03014 2.37586 -0.66 0.05 0.06 -0.1403
H -2.67162 -4.24949 2.70259 -0.09 0.31 -0.30 0.4788
C -3.75175 -1.19343 1.79189 -0.22 -0.49 0.66 -0.9325
C -4.79962 -2.05485 1.31977 0.26 0.08 0.65 -1.0839
H -5.77452 -1.71505 0.96064 0.41 -0.15 0.02 0.6806
H -5.06385 -4.27615 1.49300 0.24 0.26 -0.17 0.4719
H -1.88390 -1.66501 2.95476 -0.35 -0.15 -0.45 0.7037
H -3.79793 -0.10327 1.87213 0.10 -0.49 -0.16 0.5791
Mg -2.84566 -1.88750 -0.16326 1.12 0.87 0.75 0.7814
Si 2.28920 2.82931 -1.82123 -0.01 -0.28 0.12 0.5936
C 4.02083 2.16347 -1.92446 0.43 -0.10 -0.11 0.0942
C 4.99906 2.63359 -2.81863 0.31 -0.46 0.32 -0.4912
H 4.74265 3.36657 -3.58945 0.10 -0.20 0.28 0.3536
C 6.31515 2.15908 -2.72249 -0.09 -0.01 -0.11 -0.5036
H 7.07971 2.53415 -3.40384 -0.21 -0.08 0.13 0.3678
C 6.66376 1.19013 -1.77490 -0.38 0.08 0.03 -0.6180
H 7.68082 0.79286 -1.72325 -0.32 0.21 -0.06 0.3619
C 5.68822 0.72392 -0.88958 0.22 0.06 -0.17 -0.6889
H 5.93422 -0.04211 -0.15631 0.03 0.20 -0.07 0.4635
C 4.39108 1.22671 -0.94621 0.30 0.03 -0.17 -0.1642
H 3.66154 0.86460 -0.22127 0.22 0.27 -0.23 0.7292
C 2.39379 4.54261 -1.12124 -0.06 0.84 -0.06 0.7122
C 3.40209 4.76905 -0.16009 -0.46 0.27 0.19 -0.4497
H 4.23970 4.07014 -0.05139 -0.36 0.25 -0.10 0.2698
C 3.29539 5.83997 0.73454 -0.10 -0.01 -0.13 -0.6175
H 4.04798 5.96704 1.51345 -0.16 -0.01 -0.21 0.3636
C 2.21050 6.72188 0.66375 0.02 -0.34 -0.32 -0.4716
H 2.09795 7.51908 1.40833 0.06 -0.30 -0.42 0.3564
C 1.26231 6.55052 -0.35438 0.06 0.06 0.11 -0.4099
H 0.42910 7.25022 -0.42042 0.16 -0.17 -0.04 0.3587
C 1.34769 5.47653 -1.24956 0.40 0.02 0.60 -0.6466
H 0.57189 5.33238 -2.00595 0.21 0.05 0.25 0.3269
H 1.76101 2.15701 -0.63279 -0.35 -0.49 0.08 -0.1227
Si -0.43251 -0.09669 -0.21303 -3.11 -2.40 0.73 -0.5669
C -0.81826 1.12494 1.13939 0.36 1.03 0.39 0.9815
C 0.01993 1.31201 2.26484 -0.63 0.16 -0.10 -0.3125
H 0.94852 0.74308 2.35695 -0.21 0.23 -0.11 0.3448
C -0.35497 2.18447 3.29602 -0.25 -0.08 -0.08 -0.6128
H 0.28745 2.29367 4.17337 -0.17 0.01 -0.29 0.3839
C -1.56186 2.89255 3.22597 0.11 -0.23 -0.21 -0.4611
H -1.85664 3.56713 4.03412 0.13 -0.24 -0.26 0.3718
C -2.40561 2.71373 2.12028 0.22 -0.15 0.02 -0.4523
H -3.36595 3.23371 2.07214 0.33 -0.11 0.01 0.3904
C -2.04069 1.84087 1.09290 0.45 0.01 0.40 -0.8057
H -2.72881 1.69112 0.25695 0.25 0.01 0.15 0.3372
C 0.99794 -1.18120 0.26733 1.21 -0.28 0.22 0.7892
C 0.77593 -2.06841 1.35598 0.30 0.29 -0.13 -0.4694
H -0.20816 -2.13204 1.83438 0.29 0.12 -0.35 0.2978
C 1.80466 -2.85044 1.88069 -0.01 0.15 -0.28 -0.7150
H 1.57330 -3.56239 2.67390 0.18 0.24 -0.07 0.4298
C 3.10358 -2.72768 1.37686 -0.16 0.07 -0.24 -0.6950
H 3.90837 -3.32432 1.80706 -0.14 0.21 -0.13 0.3594
C 3.34471 -1.87959 0.28820 -0.25 -0.36 -0.10 -0.2378
H 4.35629 -1.80948 -0.12293 -0.38 -0.03 0.08 0.4971
C 2.29038 -1.17020 -0.30717 -0.30 -0.19 0.48 -0.9482
H 2.47040 -0.58527 -1.21450 -0.05 -0.15 0.41 0.7656
H 1.42235 2.53313 -3.00196 0.33 0.50 0.15 -0.2113
Cl -0.48624 0.60197 -2.13153 0.65 0.79 -1.04 -0.4261
O -1.70875 -3.54651 -0.29636 -0.23 -1.55 -0.99 -0.1229
C -2.30821 -4.72965 -0.93976 0.98 0.80 0.69 -0.7281
C -3.60590 -4.34961 -1.60175 -0.32 0.67 -0.31 0.6902
C -4.27465 -5.28796 -2.39063 0.07 0.28 0.21 -0.8846
C -5.50566 -4.94713 -2.94461 0.26 0.09 0.25 -0.2968
C -6.06133 -3.71079 -2.60537 0.16 0.38 0.32 -0.7748
C -5.33884 -2.82422 -1.80330 0.45 -0.48 -0.60 -0.1681
N -4.07468 -3.10258 -1.40010 -0.79 -0.75 -0.19 0.2000
H -1.04812 -3.80209 0.37319 -0.37 0.19 -0.34 0.1431
H -1.59491 -5.10499 -1.69047 -0.24 -0.03 0.31 0.4841
H -2.49485 -5.48236 -0.15619 -0.01 0.15 -0.38 0.4015
H -3.77777 -6.24619 -2.53374 -0.36 0.10 -0.16 0.4588
H -6.02740 -5.63379 -3.61000 0.09 0.16 0.22 0.4034
H -7.04351 -3.39927 -2.95184 0.18 -0.21 0.03 0.3940
H -5.77791 -1.86497 -1.49581 0.44 -0.43 -0.22 0.4319
```
Forces are in eV/Å.

Energy relative to the best compared isomer or geometry (same formula, charge and spin) in kcal per mole: 29.0
2S+1: 1
Total charge: 0
Orbital gap in eV: 5.36
LUMO level in eV: -0.3119
HOMO energy in Ha: -0.2085

Molecular formula: C35H34ClNNiOSi2
Method: DFT, ωB97M-V/def2-TZVPD

```
75
Properties=species:S:1:pos:R:3:forces:R:3:mulliken_charge:R:1
C 2.87064 3.96619 -1.34840 -0.72 1.03 -0.40 -0.3631
C 2.47799 2.92624 -2.21866 -0.63 -0.11 0.09 -0.5997
C 1.05686 2.79071 -2.17417 0.57 0.43 0.44 -0.2188
H 3.13794 2.36667 -2.87702 -0.09 -0.04 0.32 0.4783
C 0.53285 3.81817 -1.31357 0.24 0.97 -0.44 -0.7247
C 1.68010 4.60001 -0.82341 -0.30 0.42 -1.22 -1.0922
H 1.61830 5.54850 -0.27588 0.12 -0.50 -0.29 0.5924
H 3.89593 4.33716 -1.21828 -0.62 -0.36 0.10 0.4670
H 0.45813 2.10019 -2.76213 0.23 0.10 0.19 0.4655
H -0.51525 4.08660 -1.18381 0.38 -0.05 -0.17 0.5675
Ni 1.48664 2.94838 0.17629 1.14 -1.62 0.81 0.1126
Si -2.59024 -0.70034 -1.25144 -2.16 -3.16 -0.93 0.4632
C -2.08162 -2.56244 -1.06099 -0.37 0.38 -0.36 0.3368
C -2.38142 -3.21349 0.13490 0.24 -0.48 0.24 -0.1343
H -2.87499 -2.66693 0.94742 0.05 -0.26 -0.33 0.2938
C -2.04746 -4.55883 0.32028 0.17 0.32 -0.06 -0.7674
H -2.29679 -5.04528 1.26481 0.12 0.01 -0.27 0.4080
C -1.39173 -5.24781 -0.70242 -0.13 0.17 -0.19 -0.5480
H -1.10852 -6.28753 -0.55791 -0.08 0.12 -0.08 0.3825
C -1.10681 -4.60167 -1.91193 0.09 0.11 0.08 -0.6192
H -0.61054 -5.14582 -2.71869 -0.11 0.11 0.26 0.4277
C -1.43704 -3.25221 -2.08888 -0.01 -0.47 0.37 -0.1587
H -1.18604 -2.73044 -3.01789 -0.11 -0.26 0.21 0.3633
C -4.34827 -0.90668 -0.51025 0.12 0.45 0.19 0.5437
C -5.35335 -1.47093 -1.32668 -0.02 0.04 0.29 -0.5844
H -5.12598 -1.72297 -2.36700 -0.10 0.12 0.31 0.2832
C -6.62809 -1.75767 -0.81303 0.24 0.11 0.05 -0.5915
H -7.37791 -2.23953 -1.44234 0.24 0.19 0.07 0.3803
C -6.95485 -1.43022 0.50925 0.39 0.16 -0.16 -0.4567
H -7.96308 -1.60940 0.90229 0.48 0.06 -0.19 0.3587
C -5.96206 -0.86988 1.31560 0.12 -0.20 0.01 -0.8061
H -6.17849 -0.60619 2.35047 0.00 -0.13 -0.19 0.3791
C -4.66202 -0.66697 0.82915 -0.55 0.10 0.20 0.1454
H -3.89331 -0.32370 1.52698 -0.45 -0.02 -0.34 0.1399
H -2.82018 -0.63904 -2.72309 0.27 0.12 0.02 -0.4300
Si 0.27501 -1.37894 1.81208 1.34 2.83 -3.01 -0.4061
C -0.99232 -0.30924 0.92282 -0.74 0.34 0.91 0.9335
C -0.95399 -0.12984 -0.51086 1.45 -0.22 0.51 0.4743
H -0.18223 -0.58339 -1.11684 0.02 -0.08 0.14 0.6364
C -1.62899 1.00908 -1.08578 -0.80 2.72 -1.09 -0.4507
H -1.47976 1.24251 -2.15717 0.19 -0.03 0.89 0.6250
C -2.19507 2.00975 -0.23531 0.36 -0.66 0.38 -1.2031
H -2.47368 2.96479 -0.66848 -0.26 -0.19 0.15 0.5890
C -2.31711 1.73085 1.10244 -0.44 1.48 -0.81 -0.8115
H -2.77524 2.45248 1.75613 -0.12 0.15 0.13 0.4650
C -1.75187 0.57236 1.65958 0.61 -1.63 0.27 -1.5272
H -1.90466 0.36967 2.72288 0.24 0.27 -0.17 0.4551
C 1.38355 -1.92378 0.38984 0.09 -0.56 0.23 0.6129
C 1.95507 -1.04693 -0.55725 -0.24 0.00 0.03 0.2453
H 1.89163 0.02930 -0.40765 -0.16 -0.18 -0.05 0.0500
C 2.53595 -1.51882 -1.73145 0.12 -0.02 0.24 -0.7749
H 2.88531 -0.81600 -2.49564 -0.03 -0.21 0.40 0.4846
C 2.65509 -2.89555 -1.93382 -0.35 -0.28 0.34 -0.6095
H 3.14171 -3.28193 -2.82937 -0.19 0.08 0.19 0.3802
C 2.12658 -3.77530 -0.98288 0.31 0.19 -0.29 -0.6812
H 2.17674 -4.84533 -1.15427 0.06 0.07 0.05 0.4456
C 1.50457 -3.28469 0.16617 0.04 -0.37 -0.37 -0.1868
H 1.07380 -3.97451 0.88901 0.06 -0.09 -0.22 0.3667
H -0.02523 -2.18578 2.90712 -0.45 -1.13 1.15 -0.0839
Cl 1.43349 0.28060 2.43465 0.12 -0.17 0.72 -0.1977
O 5.20095 2.12333 -0.43481 0.10 -0.23 0.03 -0.5733
C 4.41533 1.37049 0.49442 0.01 -0.33 -0.41 0.7191
C 4.06871 2.28045 1.62686 -0.35 0.10 0.28 0.4444
C 4.96076 2.34947 2.69625 -0.09 0.36 -0.02 -0.7587
C 4.74127 3.27331 3.71440 -0.07 -0.29 -0.29 -0.3892
C 3.63328 4.11056 3.60123 -0.22 0.26 -0.15 -0.7106
C 2.76623 3.97565 2.51509 0.32 -0.94 -0.22 -0.3052
N 2.93251 3.00896 1.56000 0.56 0.74 1.34 0.6977
H 5.50679 1.52144 -1.12809 -0.16 0.17 0.19 0.3362
H 5.02182 0.53774 0.88194 -0.31 0.03 -0.06 0.5441
H 3.49951 0.98457 0.02301 0.33 0.17 0.13 -0.8470
H 5.82078 1.67569 2.67328 -0.25 0.35 0.16 0.4075
H 5.42640 3.33355 4.56093 -0.25 0.06 -0.21 0.4087
H 3.42950 4.88153 4.34770 0.08 -0.27 -0.26 0.3810
H 1.89846 4.62908 2.38225 0.31 -0.36 0.12 0.3203
```
Forces are in eV/Å.

Energy relative to the best compared isomer or geometry (same formula, charge and spin) in kcal per mole: 11.1
2S+1: 3
Total charge: 0
Orbital gap (spin up / spin down) in eV: 6.04 / 6.60
LUMO level (spin up / spin down) in eV: 0.1549 / 0.0146
HOMO energy (spin up / spin down) in Ha: -0.2163 / -0.2419

Q: What is the total charge in the third record?
A: 0

Q: What is the formula in the first record?
A: C35H34BFeN8O2P

Q: Number 3 is which compound?
A: C35H34ClNNiOSi2

Q: Which formula does entry 1 have?
A: C35H34BFeN8O2P